45
Properties=species:S:1:pos:R:3:lowdin_charge:R:1 method="wB97M-V/def2-TZVPD" s2=6.0203 homo_lumo_gap_ha="0.219 / 0.251" spin_multiplicity=5 total_charge=+2 de_lowest_kj_mol=28.13
C -2.668 -3.388 -2.212 -0.190
C -3.819 -2.468 -2.378 -0.007
C -1.846 -3.730 -3.398 -0.007
C -2.636 -4.289 -1.035 -0.006
Cl -0.485 -1.018 -0.922 -0.088
H -2.322 -4.502 -4.023 0.145
H -0.870 -4.127 -3.116 0.106
H -1.688 -2.868 -4.047 0.106
H -4.702 -2.980 -2.793 0.145
H -3.591 -1.650 -3.063 0.105
H -4.136 -2.037 -1.428 0.106
H -3.275 -5.175 -1.175 0.145
H -2.996 -3.793 -0.132 0.107
H -1.631 -4.666 -0.838 0.106
C 1.591 3.149 -0.470 -0.127
C 2.291 2.358 -1.407 -0.127
C 1.343 1.703 -2.235 -0.124
H 3.361 2.279 -1.489 0.121
C 0.057 2.110 -1.809 -0.134
C 0.210 2.997 -0.728 -0.122
H -0.581 3.493 -0.191 0.119
H 2.029 3.785 0.280 0.112
H 1.556 1.029 -3.047 0.123
H -0.875 1.754 -2.210 0.109
C 2.332 0.188 2.153 -0.131
C 3.311 0.691 1.273 -0.115
C 3.452 -0.223 0.204 -0.119
H 3.850 1.617 1.388 0.120
C 2.563 -1.292 0.418 -0.135
C 1.860 -1.038 1.618 -0.125
H 1.096 -1.661 2.046 0.118
H 2.019 0.634 3.082 0.104
H 4.117 -0.115 -0.637 0.122
H 2.407 -2.131 -0.237 0.112
Pt 1.122 0.724 0.027 1.098
N 0.314 3.380 3.564 0.196
C -0.817 2.438 3.509 -0.074
C -0.473 1.291 2.600 -0.531
O -0.323 0.087 3.094 -0.011
O -0.193 1.578 1.348 -0.240
H 1.171 2.898 3.927 0.192
H 0.087 4.174 4.203 0.196
H 0.523 3.768 2.612 0.179
H -1.013 2.064 4.536 0.159
H -1.723 2.962 3.137 0.160

***

66
Properties=species:S:1:pos:R:3:lowdin_charge:R:1 method="wB97M-V/def2-TZVPD" homo_lumo_gap_ha=0.307 de_lowest_kj_mol=26.78
C -0.189 4.805 0.075 -0.050
N -0.254 3.379 -0.238 0.031
C -0.932 2.871 -1.276 -0.485
O -1.545 3.582 -2.066 0.061
C -0.907 1.339 -1.448 -0.219
C 0.242 0.916 -2.373 -0.098
C 1.604 1.366 -1.891 -0.233
C 2.304 0.590 -0.948 -0.026
C 3.556 1.023 -0.473 0.002
C 4.108 2.234 -0.936 -0.314
O 5.319 2.644 -0.479 0.051
C 3.401 3.017 -1.874 -0.011
C 2.151 2.580 -2.351 -0.027
N -2.154 0.770 -1.981 0.121
C -3.393 0.879 -1.503 -0.546
C -3.697 1.771 -0.314 0.010
O -4.296 0.237 -2.015 0.039
H -1.186 5.176 0.317 0.086
H 0.476 4.975 0.923 0.085
H 0.185 5.354 -0.791 0.086
H 0.286 2.744 0.331 0.137
H -0.716 0.898 -0.471 0.123
H 0.246 -0.172 -2.460 0.102
H 0.063 1.323 -3.370 0.131
H 1.890 -0.348 -0.600 0.107
H 4.107 0.429 0.241 0.111
H 5.618 3.438 -0.921 0.100
H 3.819 3.946 -2.231 0.105
H 1.606 3.181 -3.069 0.118
H -2.084 0.218 -2.820 0.148
H -2.924 1.689 0.443 0.054
H -4.658 1.475 0.105 0.089
H -3.763 2.800 -0.665 0.090
N -3.014 -0.026 6.731 0.157
C -2.973 -0.172 5.391 -0.476
N -2.239 -1.119 4.903 0.176
C -2.401 -0.952 3.539 -0.228
C -1.740 -1.777 2.513 -0.157
C -1.630 -1.343 1.182 -0.011
C -0.975 -2.121 0.223 -0.017
C -0.428 -3.364 0.565 -0.217
C 0.235 -4.230 -0.482 -0.112
C 1.375 -3.525 -1.181 -0.231
C 2.605 -3.343 -0.532 -0.036
C 3.674 -2.727 -1.194 -0.090
C 3.519 -2.282 -2.510 -0.098
C 2.296 -2.452 -3.163 -0.088
C 1.229 -3.071 -2.502 -0.054
C -0.551 -3.811 1.888 -0.026
C -1.190 -3.022 2.853 -0.016
C -3.241 0.108 3.318 -0.056
O -3.610 0.635 4.512 0.102
H -3.285 0.895 7.052 0.107
H -2.257 -0.506 7.202 0.113
H -2.057 -0.397 0.877 0.079
H -0.910 -1.766 -0.800 0.102
H 0.619 -5.146 -0.022 0.119
H -0.519 -4.535 -1.214 0.123
H 2.730 -3.688 0.490 0.116
H 4.624 -2.592 -0.685 0.102
H 4.346 -1.800 -3.023 0.103
H 2.175 -2.106 -4.185 0.103
H 0.286 -3.206 -3.022 0.111
H -0.149 -4.776 2.179 0.109
H -1.262 -3.380 3.877 0.109
H -3.563 0.471 2.349 0.106

***

59
Properties=species:S:1:pos:R:3:lowdin_charge:R:1 method="wB97M-V/def2-TZVPD" homo_lumo_gap_ha=0.335 de_lowest_kj_mol=13.72
C -3.430 1.071 0.939 -0.060
C -2.664 0.378 2.026 -0.358
C -2.921 -1.097 2.160 -0.058
C -1.828 1.037 2.820 -0.108
C -1.039 0.447 3.949 -0.204
C 0.201 1.271 4.287 -0.182
C 1.262 1.348 3.218 -0.289
C 2.463 2.168 3.615 -0.057
C 1.166 0.745 2.041 -0.075
C 2.176 0.780 0.936 -0.190
C 1.557 1.335 -0.351 -0.151
C 2.497 1.226 -1.576 -0.407
C 2.474 2.526 -2.382 -0.068
N 2.201 0.148 -2.501 -0.045
C 2.431 -1.216 -2.080 -0.204
C 1.230 -1.892 -1.389 -0.186
N -0.001 -1.622 -2.113 -0.186
C -1.183 -1.817 -1.293 -0.190
C -2.422 -1.385 -2.072 -0.229
N -2.526 -2.193 -3.270 -0.074
C -1.357 -1.990 -4.105 -0.218
C -0.119 -2.417 -3.324 -0.186
H -4.501 0.922 1.080 0.082
H -3.224 2.138 0.933 0.076
H -3.163 0.658 -0.033 0.057
H -1.988 -1.657 2.216 0.072
H -3.482 -1.305 3.071 0.086
H -3.493 -1.468 1.313 0.067
H -1.697 2.102 2.678 0.115
H -0.749 -0.582 3.723 0.108
H -1.676 0.408 4.841 0.120
H -0.109 2.293 4.530 0.120
H 0.664 0.858 5.190 0.120
H 2.648 2.962 2.893 0.080
H 2.312 2.623 4.590 0.072
H 3.356 1.545 3.666 0.084
H 0.280 0.175 1.802 0.095
H 2.537 -0.238 0.757 0.105
H 3.037 1.389 1.210 0.106
H 1.300 2.383 -0.179 0.113
H 0.626 0.810 -0.573 0.104
H 3.523 1.060 -1.223 0.138
H 1.460 2.745 -2.712 0.077
H 2.833 3.357 -1.780 0.073
H 3.107 2.427 -3.259 0.072
H 1.243 0.222 -2.833 0.104
H 3.295 -1.246 -1.411 0.115
H 2.693 -1.790 -2.977 0.100
H 1.426 -2.975 -1.297 0.125
H 1.113 -1.490 -0.382 0.095
H -1.091 -1.208 -0.390 0.103
H -1.301 -2.873 -0.996 0.131
H -3.316 -1.544 -1.463 0.109
H -2.335 -0.307 -2.303 0.116
H -3.371 -1.959 -3.782 0.109
H -1.455 -2.601 -5.005 0.115
H -1.238 -0.934 -4.406 0.117
H 0.768 -2.260 -3.940 0.115
H -0.200 -3.492 -3.086 0.128

***

13
Properties=species:S:1:pos:R:3:lowdin_charge:R:1 method="wB97M-V/def2-TZVPD" homo_lumo_gap_ha=0.367 de_lowest_kj_mol=318.00
C -0.858 0.228 -2.219 -0.020
C -0.596 0.941 -1.135 -0.124
C -0.228 1.221 0.088 -0.189
C -0.906 0.815 1.379 -0.073
H -0.138 -0.591 -2.369 0.057
H -1.571 0.581 -2.991 0.054
H 0.608 1.860 0.325 0.094
H -0.756 1.717 1.930 0.068
H -0.374 0.003 1.720 0.030
H -1.890 0.665 1.118 0.050
C 2.239 -2.506 0.637 -0.058
N 1.982 -1.403 0.893 0.071
H 2.488 -3.529 0.621 0.039

***

13
Properties=species:S:1:pos:R:3:lowdin_charge:R:1 method="wB97M-V/def2-TZVPD" homo_lumo_gap_ha=0.219 total_charge=+1 de_lowest_kj_mol=33.43
O -0.565 2.928 -0.451 -0.193
C -0.420 4.030 -0.219 0.121
Ba -0.927 0.316 -1.001 1.903
O 1.011 -2.093 -0.046 -0.094
C -0.185 -2.019 0.181 -0.634
O -0.653 -1.683 1.453 -0.248
C -0.075 -2.028 2.718 -0.265
C -1.196 -1.931 3.731 -0.079
H 0.360 -3.033 2.693 0.129
H 0.739 -1.329 2.947 0.117
H -1.918 -2.745 3.578 0.085
H -0.774 -1.983 4.744 0.085
H -1.740 -0.984 3.610 0.073

***

13
Properties=species:S:1:pos:R:3:lowdin_charge:R:1 method="wB97M-V/def2-TZVPD" homo_lumo_gap_ha=0.271 de_lowest_kj_mol=358.89
C -0.064 -0.974 -0.750 -0.095
C -2.589 -0.182 2.466 -0.187
C -0.829 0.261 0.802 -0.356
C 0.715 0.221 -0.642 -0.369
C 1.950 0.613 -1.346 -0.064
N -1.057 -0.927 0.218 0.070
N 0.211 0.998 0.363 0.123
O -3.438 -0.819 2.915 0.329
O -1.764 0.481 1.952 0.274
H 0.020 -1.741 -1.415 0.060
H 1.922 1.407 -2.093 0.072
H 2.260 -0.232 -1.920 0.060
H 2.662 0.893 -0.551 0.084

***

13
Properties=species:S:1:pos:R:3:lowdin_charge:R:1 method="wB97M-V/def2-TZVPD" homo_lumo_gap_ha=0.288 total_charge=-1 de_lowest_kj_mol=145.79
C -1.369 -0.501 1.584 -0.056
C -1.738 -0.118 0.201 -0.855
O -1.227 0.909 -0.267 -0.103
O -2.537 -0.757 -0.495 -0.081
H -1.060 0.440 2.229 0.112
H -0.627 -1.281 1.430 0.069
H -2.207 -0.923 2.065 0.033
C 2.063 0.217 -1.478 -0.132
O 1.644 0.667 -0.133 -0.232
H 0.650 0.941 -0.030 0.067
H 3.092 0.480 -1.548 0.045
H 1.835 -0.849 -1.381 0.073
H 1.480 0.774 -2.178 0.060

***

14
Properties=species:S:1:pos:R:3:lowdin_charge:R:1 method="wB97M-V/def2-TZVPD" homo_lumo_gap_ha=0.353 de_lowest_kj_mol=454.96
O -1.395 -2.662 1.165 -0.103
C -0.167 -2.223 1.012 -0.402
C -0.131 -0.623 0.868 -0.074
C 0.900 -0.092 -0.021 -0.202
C 1.103 1.473 -0.193 -0.647
S -0.124 1.988 -1.337 0.723
H -1.870 -2.359 0.292 0.155
H 0.053 -2.285 2.168 0.136
H 0.672 -2.894 0.340 0.176
H -0.953 0.145 1.487 0.179
H 1.093 -0.758 -0.805 0.053
H 1.303 1.801 1.027 0.157
H 2.038 1.631 -0.520 -0.008
H 0.578 2.984 -1.904 -0.143

***

38
Properties=species:S:1:pos:R:3:lowdin_charge:R:1 method="wB97M-V/def2-TZVPD" homo_lumo_gap_ha=0.329 total_charge=-1
C -1.038 -1.062 -4.404 -0.145
C -1.581 0.330 -4.308 -0.733
Cl -0.703 1.324 -5.550 0.576
C -1.352 1.040 -3.000 -0.311
S -2.140 0.260 -1.608 0.460
O -3.515 0.627 -1.720 -0.321
O -1.885 -1.154 -1.598 -0.348
N -1.399 1.028 -0.419 -0.344
S -1.300 0.148 0.886 0.480
O -1.485 0.941 2.066 -0.386
O -0.056 -0.575 0.917 -0.379
H 0.025 -1.073 -4.240 0.080
H -1.554 -1.741 -3.749 0.064
H -1.191 -1.405 -5.419 0.066
H -2.611 0.368 -4.614 0.098
H -0.307 1.221 -2.826 0.096
H -1.816 2.012 -3.058 0.093
H -2.256 -0.798 0.921 0.067
C 0.294 3.295 1.834 -0.045
C 1.622 3.714 2.420 -0.311
O 2.036 4.758 1.549 0.121
C 0.906 5.323 1.030 -0.566
O 0.881 6.370 0.471 0.160
O -0.162 4.540 1.259 0.083
F 2.547 2.725 2.388 0.075
H 0.410 2.553 1.047 0.123
H -0.409 2.921 2.566 0.118
H 1.568 4.105 3.438 0.168
C 1.233 -3.308 2.127 -0.043
C 0.951 -4.792 2.141 -0.316
O 2.241 -5.352 2.338 0.121
C 2.987 -4.429 3.016 -0.562
O 4.016 -4.666 3.553 0.166
O 2.379 -3.227 2.997 0.078
F 0.451 -5.241 0.966 0.075
H 1.501 -2.954 1.133 0.144
H 0.416 -2.701 2.502 0.130
H 0.295 -5.123 2.948 0.169

***

17
Properties=species:S:1:pos:R:3:lowdin_charge:R:1 method="wB97M-V/def2-TZVPD" s2=0.7507 homo_lumo_gap_ha="0.098 / 0.318" spin_multiplicity=2 total_charge=-1 de_lowest_kj_mol=290.28
C 0.666 -0.166 -0.834 -0.364
N -0.460 0.180 -0.056 -0.119
C -1.840 0.092 -0.556 -0.383
N -2.820 0.184 0.480 -0.017
C 2.002 0.022 -0.060 -0.684
N 1.742 -0.590 1.303 -0.073
H 0.617 -1.249 -1.127 0.100
H 0.746 0.380 -1.779 0.078
H -0.469 -0.086 0.915 0.073
H -1.888 0.993 -1.183 0.097
H -1.988 -0.799 -1.211 0.108
H -2.575 -0.470 1.219 0.059
H -2.857 1.122 0.860 0.056
H 2.335 1.072 -0.205 0.029
H 2.740 -0.567 -0.675 0.027
H 2.617 -0.617 1.833 -0.040
H 1.433 0.501 1.077 0.053

***

111
Properties=species:S:1:pos:R:3:lowdin_charge:R:1 method="wB97M-V/def2-TZVPD" homo_lumo_gap_ha=0.323 total_charge=+1
C 2.824 -2.241 -0.179 0.179
C 1.759 -1.905 -0.615 -0.081
C 0.360 -1.776 -1.021 -0.116
N -0.561 -1.091 -0.031 -0.092
C -0.824 -2.204 0.951 -0.113
C -1.466 -2.107 2.314 -0.245
N -2.083 -1.198 2.946 0.127
C 0.017 0.139 0.644 -0.013
B 1.075 -0.020 1.890 -0.403
O 2.443 -0.248 1.740 0.102
C 0.643 0.195 3.402 -0.151
C 1.011 -1.039 4.264 -0.079
C 0.281 1.346 -0.302 -0.324
C 1.354 1.200 -1.418 -0.112
C 2.848 1.183 -1.054 -0.148
C 3.615 1.149 -2.433 -0.144
C 4.150 -0.240 -2.764 -0.241
O 3.066 -0.971 -3.340 -0.084
C 0.787 2.567 0.509 -0.034
C -0.301 3.299 1.297 -0.294
C 0.166 3.989 2.550 0.000
O -0.645 2.761 2.545 -0.075
O -1.005 1.760 -0.766 -0.067
C -1.833 0.817 -1.427 -0.371
C -1.324 0.859 -2.930 -0.162
C -0.883 2.231 -3.456 -0.146
C -1.916 3.049 -4.232 -0.241
F -1.299 4.163 -4.761 -0.038
C -3.276 1.391 -1.459 -0.640
I -4.588 1.048 -3.135 0.994
C -3.860 2.095 -0.474 -0.801
C -3.260 2.371 0.876 -0.184
I -5.822 2.938 -0.548 0.880
C -1.798 -0.700 -0.854 -0.414
S -3.302 -0.938 0.259 0.963
C -2.131 -1.652 -2.045 -0.228
C -2.597 -3.076 -1.774 -0.182
C -1.856 -4.099 -2.226 0.030
H 3.789 -2.416 0.250 0.055
H 0.001 -2.785 -1.219 0.122
H 0.372 -1.287 -1.992 0.108
H -1.362 -3.012 0.445 0.125
H 0.149 -2.681 1.136 0.147
H -1.435 -3.061 2.853 0.113
H -2.092 -0.344 2.382 0.000
H -0.856 0.510 1.194 0.114
H 2.914 0.565 1.951 0.116
H -0.384 0.526 3.526 0.073
H 1.272 1.030 3.742 0.112
H 1.994 -0.920 4.718 0.079
H 0.305 -1.191 5.078 0.076
H 1.047 -1.963 3.680 0.067
H 1.239 0.371 -2.114 0.084
H 1.234 2.095 -2.032 0.112
H 3.221 2.080 -0.561 0.112
H 3.157 0.278 -0.542 0.071
H 4.467 1.829 -2.376 0.115
H 2.945 1.444 -3.241 0.114
H 4.536 -0.710 -1.853 0.101
H 4.967 -0.181 -3.490 0.121
H 3.256 -1.913 -3.285 0.077
H 1.647 2.416 1.154 0.121
H 1.050 3.340 -0.221 0.151
H -1.066 3.802 0.723 0.131
H -0.424 4.805 2.937 0.117
H 1.156 3.722 2.893 0.112
H -0.445 0.214 -3.020 0.090
H -2.012 0.407 -3.640 0.053
H -0.427 2.912 -2.742 0.108
H -0.095 2.035 -4.196 0.130
H -2.423 2.485 -5.014 0.101
H -2.667 3.410 -3.523 0.091
H -4.024 2.140 1.625 0.074
H -3.107 3.446 0.977 0.084
H -2.386 1.794 1.140 0.037
H -4.293 -0.993 -0.651 -0.064
H -1.397 -1.713 -2.847 0.109
H -2.990 -1.170 -2.529 0.046
H -3.533 -3.330 -1.296 0.096
H -1.963 -5.112 -1.861 0.073
H -1.148 -3.912 -3.032 0.075
C -2.460 -4.900 5.189 -0.136
O -1.768 -3.651 5.132 -0.166
H -1.725 -5.694 5.085 0.082
H -2.974 -5.012 6.147 0.077
H -3.189 -4.977 4.377 0.077
H -2.424 -2.954 5.227 0.068
C 6.959 -0.598 0.368 -0.136
O 5.827 -1.345 0.822 -0.143
H 7.516 -1.224 -0.322 0.084
H 6.641 0.311 -0.150 0.072
H 7.604 -0.330 1.207 0.082
H 5.343 -0.788 1.437 0.063
C -1.890 -2.954 8.267 -0.163
O -3.022 -3.581 8.863 -0.123
H -1.409 -3.678 7.619 0.061
H -2.203 -2.093 7.669 0.075
H -1.178 -2.630 9.032 0.080
H -3.448 -2.939 9.437 0.073
C -1.750 7.318 -2.685 -0.166
O -0.979 7.356 -3.877 -0.119
H -1.754 8.317 -2.257 0.078
H -2.781 7.018 -2.896 0.076
H -1.312 6.623 -1.960 0.065
H -0.980 6.470 -4.250 0.045
C 2.365 -3.048 -6.269 -0.143
O 1.800 -3.486 -5.033 -0.134
H 2.489 -3.908 -6.920 0.082
H 1.701 -2.327 -6.751 0.080
H 3.343 -2.591 -6.098 0.075
H 1.703 -2.707 -4.479 0.031

***

17
Properties=species:S:1:pos:R:3:lowdin_charge:R:1 method="wB97M-V/def2-TZVPD" homo_lumo_gap_ha=0.289 total_charge=+1
C -0.129 -1.493 -0.722 0.007
C -1.261 -0.697 -0.343 -0.058
C 1.175 -1.147 -0.685 -0.239
C 1.738 0.166 -0.478 -0.407
C -1.276 0.317 0.523 -0.084
C 2.964 0.500 -0.027 -1.126
N -2.529 1.029 0.825 0.200
F 2.071 -2.101 -0.955 0.048
F 0.902 1.181 -0.815 0.004
Br 3.436 2.316 0.089 0.752
I 4.386 -0.863 0.671 0.965
H -0.347 -2.494 -1.066 0.133
H -2.194 -1.009 -0.797 0.127
H -0.431 0.680 1.081 0.134
H -2.807 0.885 1.808 0.184
H -3.284 0.686 0.213 0.177
H -2.415 2.043 0.677 0.184

***

Electronic energy readings, ordered: -1408.023232; -1605.013799; -910.383501; -249.352118; -406.329927; -452.801562; -344.254693; -630.461633; -2614.300079; -284.997624; -3161.467814; -3358.090786 Ha